No. 1
This record from OMol25 describes a 5-piece molecular cluster, C17H38B3BrNO9P overall. The level of theory is wB97M-V/def2-TZVPD.

Each line ends with the natural charge from an NBO analysis.
CARTESIAN COORDINATES (ANGSTROEM)
N1 4.91 0.26 -0.12  -1.31
P1 3.39 0.27 -0.49  1.04
B1 2.53 -1.48 -0.55  0.87
O1 2.89 -2.46 -1.46  -0.89
B2 1.81 -2.92 -2.19  0.96
Br1 1.95 -3.26 -4.05  -0.08
O2 0.58 -3.05 -1.56  -0.89
B3 0.32 -2.12 -0.55  1.16
C1 -1.06 -1.39 -0.35  -0.45
O3 -0.74 0.01 -0.41  -0.29
O4 -1.10 0.45 -1.74  -0.46
O5 1.40 -1.70 0.21  -0.89
H1 5.12 0.84 0.69  0.38
H2 2.50 1.01 0.30  -0.03
H3 3.08 0.75 -1.79  -0.07
H4 -1.51 -1.56 0.64  0.24
H5 -1.79 -1.65 -1.11  0.23
H6 -1.18 1.40 -1.57  0.48
C2 -0.16 -7.61 -4.62  -0.43
C3 -0.88 -7.63 -5.97  -0.43
C4 -0.54 -6.24 -6.51  -0.07
O6 0.75 -5.92 -6.00  -0.54
C5 1.11 -6.84 -4.96  -0.07
H7 0.05 -8.60 -4.22  0.22
H8 -0.75 -7.06 -3.89  0.20
H9 -0.46 -8.40 -6.61  0.20
H10 -1.95 -7.79 -5.89  0.22
H11 -1.26 -5.50 -6.17  0.16
H12 -0.49 -6.21 -7.60  0.18
H13 1.89 -7.51 -5.34  0.16
H14 1.51 -6.28 -4.12  0.19
C6 -3.05 0.34 4.93  -0.43
C7 -1.59 0.51 4.51  -0.43
C8 -1.34 -0.77 3.73  -0.07
O7 -2.59 -1.13 3.13  -0.54
C9 -3.64 -0.34 3.69  -0.07
H15 -3.55 1.27 5.17  0.22
H16 -3.12 -0.32 5.79  0.20
H17 -1.49 1.38 3.86  0.20
H18 -0.91 0.63 5.35  0.22
H19 -1.02 -1.58 4.40  0.17
H20 -0.59 -0.65 2.95  0.19
H21 -3.97 0.40 2.95  0.16
H22 -4.48 -1.00 3.92  0.19
C10 -1.73 5.04 0.76  -0.43
C11 -2.30 5.72 -0.48  -0.43
C12 -1.39 5.18 -1.58  -0.07
O8 -1.01 3.87 -1.16  -0.55
C13 -1.37 3.67 0.21  -0.07
H23 -2.44 4.98 1.59  0.22
H24 -0.84 5.56 1.11  0.20
H25 -3.33 5.40 -0.66  0.20
H26 -2.29 6.81 -0.43  0.22
H27 -0.49 5.80 -1.68  0.17
H28 -1.87 5.11 -2.55  0.19
H29 -2.22 2.98 0.25  0.17
H30 -0.53 3.20 0.73  0.19
C14 2.33 3.71 3.94  -0.43
C15 1.78 4.40 2.70  -0.43
C16 2.71 3.87 1.62  -0.07
O9 3.10 2.56 2.03  -0.55
C17 2.71 2.34 3.39  -0.07
H31 1.62 3.65 4.76  0.22
H32 3.22 4.23 4.30  0.21
H33 0.75 4.07 2.52  0.20
H34 1.78 5.48 2.76  0.22
H35 3.60 4.49 1.53  0.17
H36 2.24 3.80 0.63  0.19
H37 1.85 1.65 3.42  0.16
H38 3.54 1.87 3.92  0.19

Values from the calculation:
LUMO level (eV): 0.47
Orbital gap (eV): 8.54
Structure (SMILES): N=[PH2]B1OB(Br)OB(COO)O1.C1CCOC1.C1CCOC1.C1CCOC1.C1CCOC1

***

No. 2
This record from OMol25 describes C17H38BrN9O4P2S3SbTi as an isolated structure in a non-equilibrium geometry. The level of theory is wB97M-V/def2-TZVPD.

Each line ends with the Löwdin charge.
CARTESIAN COORDINATES (ANGSTROEM)
Ti1 -0.17 -1.43 -1.26  0.36
S1 3.07 -2.30 -4.44  -0.30
Sb1 2.31 -3.34 -2.54  0.27
S2 2.19 -1.59 -0.75  -0.09
S3 -0.17 -3.40 -2.72  -0.04
C1 -1.08 -0.24 5.01  -0.11
N1 -0.40 0.72 4.14  -0.30
C2 0.35 1.72 4.88  -0.11
P1 0.31 0.10 2.76  0.48
O1 -0.55 -0.94 2.17  -0.25
O2 0.46 1.46 1.90  -0.27
P2 -0.21 1.78 0.46  0.51
O3 -0.14 0.66 -0.49  -0.34
N2 0.63 3.11 -0.02  -0.28
C3 1.08 3.18 -1.42  -0.07
C4 1.38 3.96 0.90  -0.10
N3 -1.76 2.25 0.76  -0.27
C5 -2.73 1.19 1.05  -0.11
C6 -1.96 3.46 1.56  -0.10
N4 1.88 -0.32 3.07  -0.28
C7 2.15 -1.74 3.38  -0.08
C8 3.06 0.41 2.63  -0.09
H1 -1.82 0.29 5.62  0.08
H2 -0.39 -0.75 5.70  0.09
H3 -1.59 -0.99 4.40  0.07
H4 -0.32 2.27 5.54  0.08
H5 0.81 2.44 4.19  0.07
H6 1.15 1.28 5.49  0.09
H7 0.56 2.44 -2.02  0.07
H8 2.16 2.97 -1.48  0.09
H9 0.89 4.18 -1.82  0.09
H10 1.00 3.86 1.92  0.07
H11 1.28 5.00 0.60  0.09
H12 2.44 3.70 0.90  0.09
H13 -2.51 0.32 0.45  0.02
H14 -3.73 1.55 0.80  0.09
H15 -2.71 0.89 2.10  0.08
H16 -1.31 4.26 1.20  0.07
H17 -1.78 3.28 2.63  0.09
H18 -3.00 3.79 1.44  0.09
H19 1.23 -2.27 3.60  0.07
H20 2.81 -1.81 4.25  0.09
H21 2.62 -2.22 2.53  0.07
H22 2.81 1.44 2.39  0.07
H23 3.49 -0.06 1.75  0.07
H24 3.80 0.41 3.44  0.09
C9 2.84 1.19 -5.09  -0.06
N5 1.49 0.64 -5.09  -0.19
C10 1.01 0.06 -6.34  -0.05
C11 1.05 0.10 -3.96  -0.30
N6 0.66 -0.33 -2.97  0.07
H25 3.52 0.49 -5.58  0.06
H26 3.18 1.31 -4.06  0.09
H27 2.85 2.15 -5.60  0.08
H28 1.76 -0.61 -6.75  0.07
H29 0.79 0.87 -7.05  0.09
H30 0.11 -0.51 -6.15  0.07
N7 -3.27 0.34 -3.45  0.19
C12 -2.33 -0.61 -3.28  -0.67
N8 -1.90 -1.29 -4.34  0.17
O4 -1.87 -0.79 -2.16  -0.17
H31 -3.85 0.34 -4.28  0.11
H32 -3.69 0.68 -2.60  0.11
H33 -2.46 -1.35 -5.17  0.12
H34 -1.23 -2.05 -4.12  -0.03
Br1 -3.87 -2.22 -0.03  0.82
C13 -2.35 -3.24 0.48  -0.67
C14 -2.66 -4.40 1.17  -0.13
C15 -1.64 -5.17 1.65  -0.05
C16 -0.34 -4.76 1.43  -0.04
C17 -0.11 -3.62 0.71  -0.18
N9 -1.10 -2.84 0.20  -0.08
H35 -3.70 -4.66 1.33  0.09
H36 -1.85 -6.09 2.19  0.11
H37 0.51 -5.33 1.79  0.12
H38 0.89 -3.28 0.51  0.01

Values from the calculation:
⟨S²⟩: 0.76
LUMO level (alpha / beta) (eV): 0.13 / 0.13
Energy relative to the best compared isomer or geometry (same formula, charge and spin) (kJ/mol): 49.7
Multiplicity: 2
Orbital gap (alpha / beta) (eV): 5.96 / 5.96